(1)
Here is a 10-piece molecular cluster, C36H51ClN9O4 overall in a non-equilibrium geometry from OMol25. Energies are from the ωB97M-V functional and the def2-TZVPD basis.

```
101
Properties=species:S:1:pos:R:3:forces:R:3:lowdin_spin:R:1
Cl -0.476 0.202 -0.311 0.4 2.1 1.8 0.00
O -1.336 1.305 -0.663 -0.4 -0.5 -0.5 0.00
O 0.024 -0.455 -1.465 0.5 -0.5 -1.7 0.00
O 0.602 0.754 0.481 0.9 0.0 -0.3 0.00
O -1.110 -0.747 0.528 -1.4 -1.2 0.5 0.01
C 1.055 4.124 1.177 0.2 1.2 0.4 0.01
C 1.389 3.894 2.705 0.2 -1.3 -2.6 0.01
C 0.237 4.135 3.624 -1.1 0.4 0.4 0.02
C -0.293 5.533 3.555 -0.1 2.3 0.5 0.06
N -0.602 6.668 3.548 0.7 -3.1 -0.1 0.01
H 1.824 3.869 0.449 0.5 -0.4 0.5 0.00
H 0.897 5.185 0.982 -0.3 0.2 0.1 0.00
H 0.173 3.596 0.814 -0.2 -0.2 0.5 0.00
H 2.310 4.365 3.048 -0.2 0.3 -0.2 0.01
H 1.581 2.821 2.662 0.2 -0.2 0.8 0.00
H 0.494 3.826 4.637 0.2 0.7 0.3 0.02
H -0.597 3.453 3.456 -0.1 0.0 -0.6 0.00
C -3.327 1.721 4.427 0.1 -0.5 -0.2 0.10
C -2.738 1.141 3.137 -1.1 0.0 0.2 0.02
C -3.697 1.386 1.959 -2.3 -1.8 -0.3 0.01
C -5.048 0.658 2.085 -2.1 -1.5 1.4 0.01
N -6.051 0.040 2.203 3.3 2.2 -0.3 0.00
H -3.477 2.798 4.347 0.2 0.0 0.4 0.02
H -2.739 1.382 5.279 0.3 0.6 0.1 0.04
H -4.288 1.254 4.641 -0.3 0.1 -0.3 0.01
H -2.642 0.074 3.335 0.1 -0.2 -0.5 0.02
H -1.746 1.515 2.883 0.0 0.2 0.0 0.00
H -3.429 0.873 1.035 1.0 0.6 -0.2 0.00
H -4.032 2.405 1.770 0.7 0.2 0.0 0.01
C -4.793 2.337 -1.611 0.4 -0.6 -0.7 0.01
C -4.226 1.290 -2.631 0.7 1.3 0.9 0.00
C -4.209 -0.145 -2.160 -1.4 -1.5 -0.4 0.01
C -5.405 -0.538 -1.317 0.4 -0.1 -0.1 0.00
N -6.342 -0.807 -0.690 1.0 0.2 -0.9 0.00
H -4.250 2.315 -0.666 0.0 -0.2 0.0 0.00
H -5.849 2.145 -1.421 0.0 0.0 0.1 0.00
H -4.686 3.357 -1.980 0.0 -0.1 -0.2 0.00
H -3.167 1.469 -2.814 0.0 0.6 0.0 0.00
H -4.696 1.389 -3.609 -0.3 -0.1 0.2 0.00
H -3.255 -0.546 -1.817 -0.1 0.6 1.1 0.00
H -4.235 -0.741 -3.072 -0.6 -0.3 -0.2 0.00
N 3.369 0.675 -0.720 -0.1 -0.8 0.7 0.00
C 4.396 1.181 0.042 -0.2 0.6 -1.6 0.01
C 5.471 1.236 -0.825 1.1 0.0 1.1 0.01
C 5.147 0.572 -2.020 0.2 0.3 -0.1 0.00
C 3.831 0.238 -1.928 -0.5 -0.1 -0.3 0.00
H 2.455 0.543 -0.312 -0.3 -0.1 -0.4 0.00
H 4.177 1.550 1.033 0.3 0.1 -0.1 0.00
H 6.443 1.673 -0.652 0.0 -0.1 0.4 0.00
H 5.823 0.389 -2.843 -0.2 0.0 0.0 0.00
H 3.240 -0.252 -2.687 -0.3 0.1 0.4 0.00
N -1.054 -3.600 -2.229 -0.3 1.3 0.7 0.00
C -0.606 -4.814 -2.580 -0.9 -0.8 0.0 0.00
C -1.568 -5.704 -2.127 1.5 -1.2 -0.8 0.00
C -2.577 -5.024 -1.427 0.5 0.0 -0.6 0.01
C -2.223 -3.700 -1.508 -0.5 0.4 0.1 0.00
H -0.478 -2.776 -2.335 -0.4 0.2 0.2 0.00
H 0.305 -4.881 -3.156 -0.1 -0.4 0.1 0.00
H -1.468 -6.760 -2.329 -0.3 -0.1 0.2 0.00
H -3.438 -5.525 -1.010 0.0 0.5 0.1 0.00
H -2.798 -2.856 -1.156 0.4 0.2 0.0 0.00
N 2.669 -4.394 -1.658 -1.5 1.7 -0.7 0.00
C 2.368 -3.492 -2.622 0.0 1.7 -0.7 0.00
C 2.903 -3.881 -3.830 0.3 -0.6 0.3 0.01
C 3.543 -5.107 -3.548 -0.4 -1.8 0.1 0.00
C 3.274 -5.433 -2.236 1.1 -0.5 0.9 0.00
H 2.369 -4.226 -0.708 0.1 -0.7 0.1 0.00
H 1.839 -2.572 -2.420 0.1 0.0 0.3 0.00
H 2.890 -3.440 -4.815 -0.2 0.4 0.3 0.00
H 3.961 -5.856 -4.205 0.2 0.4 -0.3 0.00
H 3.490 -6.234 -1.545 0.4 -0.4 -0.6 0.00
N 1.442 -2.630 0.776 1.7 -1.8 1.3 0.00
C 1.111 -3.916 1.177 1.6 -0.1 0.0 0.02
C 2.321 -4.565 1.566 -1.8 0.4 0.3 0.02
C 3.417 -3.641 1.539 -2.9 0.6 -1.2 0.02
C 2.797 -2.499 1.016 1.0 1.2 0.3 0.00
H 0.793 -1.867 0.644 0.0 -0.1 -0.1 0.00
H 0.075 -4.216 1.137 0.2 -0.3 0.0 0.01
H 2.324 -5.577 1.944 0.1 0.0 -0.1 0.00
H 4.440 -3.826 1.830 -0.1 0.3 -0.2 0.01
H 3.226 -1.521 0.855 0.2 -0.1 -0.1 0.00
N -0.671 2.131 -3.673 0.7 -0.2 0.9 0.00
C -0.587 1.929 -5.009 -0.4 0.5 -0.8 0.01
C -0.468 3.174 -5.638 0.3 -0.6 1.3 0.00
C -0.375 4.101 -4.576 0.4 0.2 1.6 0.01
C -0.449 3.438 -3.318 -0.7 0.4 -2.8 0.01
H -0.695 1.368 -3.012 0.0 0.1 0.1 0.00
H -0.614 0.909 -5.366 -0.1 0.2 -0.2 0.01
H -0.386 3.472 -6.672 0.0 -0.5 0.0 0.00
H -0.134 5.146 -4.709 -0.3 0.1 0.1 0.00
H -0.521 3.802 -2.304 0.2 -0.2 -0.1 0.00
N 1.200 0.236 3.906 0.5 0.3 1.0 0.01
C 0.565 0.893 4.939 2.5 1.1 0.5 0.08
C 1.596 1.527 5.725 -2.3 -1.9 -1.4 0.09
C 2.834 1.082 5.186 -0.3 0.5 -0.2 0.06
C 2.586 0.327 4.055 -1.2 0.0 0.3 0.02
H 0.690 -0.263 3.191 0.3 0.0 0.0 0.01
H -0.511 0.884 5.035 0.2 0.1 0.0 0.02
H 1.345 2.107 6.601 0.4 0.0 0.0 0.05
H 3.798 1.367 5.582 0.1 -0.2 -0.2 0.02
H 3.249 -0.201 3.386 -0.1 0.1 0.0 0.01
```
Positions in Å, forces in eV/Å.

Calculated values
orbital gap (spin up / spin down)	1.4 / 8.0	eV
total charge	-2
spin multiplicity	2

***

(2)
Here is C36H51HgN2O25S3 as an isolated structure in a non-equilibrium geometry from OMol25. Energies are from the ωB97M-V functional and the def2-TZVPD basis.

```
118
Properties=species:S:1:pos:R:3:forces:R:3:lowdin_charge:R:1
Hg 16.269 31.736 -29.066 -0.2 -2.2 1.3 1.31
C 15.859 27.850 -29.645 0.3 0.5 -0.2 -0.05
C 16.712 28.354 -28.457 -0.4 -0.8 -0.9 -0.34
O 16.917 29.745 -28.226 -0.4 0.2 -0.2 -0.33
H 14.836 28.199 -29.505 0.0 0.3 -0.3 0.07
H 15.779 26.763 -29.663 0.2 -0.1 0.4 0.07
H 16.285 28.109 -30.615 -0.2 0.4 -0.1 0.07
H 17.678 27.849 -28.441 0.5 0.3 -0.5 0.09
H 16.173 27.796 -27.691 -0.3 1.1 1.2 0.09
C 14.422 26.613 -33.846 -0.1 -1.3 0.1 -0.18
C 13.532 25.328 -33.940 0.4 0.8 -0.3 -0.14
O 12.402 25.619 -33.096 0.0 1.6 0.0 -0.21
S 12.044 27.227 -33.218 -0.2 -0.4 2.0 0.71
O 11.890 27.753 -31.844 0.7 -1.0 -3.0 -0.28
O 10.956 27.401 -34.141 1.4 0.1 0.6 -0.23
O 13.493 27.686 -33.858 -2.4 0.3 0.2 -0.21
H 15.079 26.705 -34.711 -0.1 0.1 0.2 0.13
H 14.963 26.722 -32.906 0.3 -0.5 -0.1 0.11
H 13.987 24.384 -33.638 0.1 0.4 0.3 0.13
H 13.166 25.203 -34.959 0.1 0.1 -0.1 0.13
C 19.454 29.490 -30.802 -1.1 1.2 1.2 -0.21
C 19.762 30.701 -29.923 1.0 1.4 -0.8 -0.18
O 21.078 30.475 -29.444 1.8 -1.4 0.6 -0.22
S 22.011 29.578 -30.466 -1.5 -0.4 0.8 0.74
O 22.640 28.508 -29.694 -1.1 2.2 -1.6 -0.25
O 22.744 30.400 -31.376 -0.4 -0.8 0.9 -0.20
O 20.661 29.039 -31.277 2.8 -0.9 -0.3 -0.19
H 18.837 29.726 -31.669 -0.2 -0.1 0.2 0.15
H 18.987 28.803 -30.096 -0.1 -0.6 -0.5 0.10
H 19.085 30.848 -29.081 0.2 -0.4 0.1 0.08
H 19.937 31.658 -30.414 -1.0 0.1 -0.7 0.13
C 18.044 26.194 -25.008 0.8 -1.5 -2.4 -0.23
C 16.548 26.028 -25.104 -0.7 1.6 -0.7 -0.17
O 16.027 26.885 -24.095 0.7 1.3 2.4 -0.22
S 17.261 27.531 -23.119 -0.3 0.8 -0.3 0.78
O 16.940 27.343 -21.709 0.8 0.2 -3.2 -0.21
O 17.663 28.870 -23.622 -1.3 -3.1 1.0 -0.27
O 18.337 26.449 -23.685 -0.2 0.7 2.4 -0.16
H 18.568 26.891 -25.661 -0.7 0.7 -0.1 0.12
H 18.468 25.258 -25.371 0.3 -0.3 0.8 0.13
H 16.160 25.014 -25.008 0.3 0.0 0.4 0.13
H 16.121 26.502 -25.988 0.4 -0.6 -0.5 0.09
C 21.400 30.082 -26.331 0.4 0.4 0.2 -0.07
C 22.082 31.099 -25.681 -0.9 1.2 0.4 -0.02
C 21.354 32.191 -25.103 0.5 -1.2 1.0 0.03
C 19.970 32.165 -25.011 1.9 -1.8 -1.0 -0.13
C 19.342 31.109 -25.674 -1.6 0.9 1.1 -0.02
C 20.023 30.126 -26.319 -0.2 -0.5 -0.4 -0.10
N 19.261 33.163 -24.217 1.6 0.2 -3.1 -0.38
O 18.112 32.963 -24.073 -3.5 -0.8 1.4 0.10
O 19.812 34.213 -24.060 1.0 1.1 1.1 0.11
H 21.899 29.261 -26.825 0.2 0.0 0.1 0.10
H 23.153 31.078 -25.543 0.1 0.1 -0.2 0.11
H 21.836 32.908 -24.455 0.4 0.2 -0.4 0.12
H 18.273 30.975 -25.602 -0.2 0.3 0.0 0.09
H 19.410 29.356 -26.763 0.2 -0.2 -0.2 0.10
C 10.749 28.977 -29.188 0.4 -0.4 1.5 -0.07
C 9.510 28.322 -28.969 1.5 0.3 0.0 -0.03
C 9.427 27.352 -27.964 0.0 0.1 -0.5 0.02
C 10.566 27.004 -27.212 -2.2 0.6 -1.3 -0.18
C 11.720 27.664 -27.377 2.2 1.5 -1.0 -0.03
C 11.828 28.692 -28.351 -0.9 -0.9 0.1 -0.06
N 10.502 25.924 -26.260 -2.3 1.0 1.0 -0.37
O 9.516 25.857 -25.537 0.3 0.0 -0.5 0.10
O 11.432 25.193 -26.208 2.1 -1.7 0.1 0.10
H 10.984 29.758 -29.896 -0.8 -0.1 -0.4 0.11
H 8.715 28.622 -29.637 -0.4 -0.4 0.3 0.11
H 8.513 26.800 -27.804 -0.1 0.1 0.1 0.12
H 12.578 27.369 -26.791 0.1 0.0 0.0 0.10
H 12.727 29.265 -28.526 0.3 -0.2 0.3 0.09
O 16.388 23.154 -30.454 -1.8 0.8 4.2 0.04
C 15.836 23.355 -29.325 1.6 -1.1 -3.8 -0.45
O 14.952 24.319 -29.168 -1.1 1.5 0.5 0.03
C 14.392 24.369 -27.805 0.2 -1.1 -0.7 -0.11
C 14.793 23.036 -27.207 0.4 0.1 -0.2 -0.14
C 15.974 22.545 -28.054 -0.4 0.9 -0.3 -0.06
H 13.302 24.383 -27.766 0.1 0.7 -0.7 0.11
H 14.816 25.194 -27.232 0.1 0.2 -0.5 0.10
H 14.029 22.280 -27.388 -0.4 0.3 0.8 0.12
H 14.963 23.318 -26.168 0.1 -1.2 0.2 0.11
H 15.767 21.524 -28.375 1.0 -0.2 0.5 0.13
H 16.939 22.856 -27.655 0.2 -0.9 0.0 0.11
O 18.208 24.835 -27.871 -0.1 1.1 0.0 0.09
C 19.374 25.112 -28.042 -0.2 -2.4 0.4 -0.52
O 19.903 26.303 -27.976 -2.6 1.6 1.6 0.02
C 21.226 26.376 -28.344 1.6 -2.1 -1.7 -0.15
C 21.734 24.861 -28.323 -0.6 1.0 -0.2 -0.08
C 20.429 24.047 -28.283 -0.2 1.3 0.5 -0.05
H 21.835 26.977 -27.668 -0.4 0.3 -0.3 0.12
H 21.132 26.717 -29.375 1.1 0.5 0.2 0.10
H 22.283 24.787 -27.385 0.2 -0.6 -0.3 0.11
H 22.336 24.650 -29.207 0.2 0.0 0.4 0.12
H 20.349 23.417 -27.397 0.1 -0.4 -0.4 0.13
H 20.045 23.570 -29.185 0.8 -0.5 0.1 0.11
O 16.930 25.102 -34.256 1.4 0.3 2.2 0.11
C 17.670 25.138 -33.289 -0.6 0.6 -0.8 -0.37
O 17.820 26.309 -32.498 -1.5 0.0 -1.9 -0.03
C 18.558 26.204 -31.296 0.3 -2.5 -1.1 -0.14
C 18.978 24.695 -31.345 1.2 -0.4 0.6 -0.14
C 18.658 24.137 -32.760 0.8 0.1 1.5 -0.05
H 17.896 26.502 -30.483 0.4 -0.1 0.1 0.09
H 19.481 26.776 -31.391 -0.3 0.5 0.2 0.11
H 18.593 24.037 -30.567 -0.7 0.4 -0.2 0.07
H 20.057 24.649 -31.194 0.2 0.1 -0.1 0.10
H 18.476 23.065 -32.674 -1.2 0.3 -0.2 0.13
H 19.559 24.107 -33.372 0.0 0.7 -0.3 0.13
O 15.512 31.980 -26.870 -1.4 -1.3 2.9 -0.12
C 14.946 31.257 -25.967 -0.1 0.3 -4.5 -0.33
O 13.916 30.446 -26.351 1.9 3.0 -1.7 0.04
C 13.727 29.460 -25.406 -0.1 -2.2 0.0 -0.20
C 14.222 30.044 -24.141 -1.2 -1.5 1.4 -0.12
C 15.282 31.000 -24.556 0.4 1.4 0.3 -0.05
H 14.372 28.622 -25.672 0.0 -0.3 -0.3 0.12
H 12.699 29.106 -25.476 0.1 0.3 0.4 0.13
H 14.562 29.214 -23.522 0.1 0.4 0.3 0.12
H 13.321 30.472 -23.701 0.5 0.6 0.6 0.14
H 16.320 30.668 -24.516 0.0 -0.3 0.2 0.11
H 15.223 31.920 -23.974 0.3 0.2 -0.1 0.16
```
Positions in Å, forces in eV/Å.

Calculated values
orbital gap	4.3	eV
total charge	+1